{
  "formula": "C32H34AsF6NO3P2S2W",
  "method": "ωB97M-V with the def2-TZVPD basis set",
  "lumo_ev": [-3.6, -2.5],
  "total_charge": 1,
  "gap_ev": [6.4, 7.6],
  "max_force_ha_per_bohr": 0.0334,
  "spin_multiplicity": 2,
  "relative_energy_kcal_mol": 26.0,
  "elements": ["W", "O", "P", "C", "P", "O", "C", "C", "C", "C", "C", "C", "C", "C", "C", "C", "C", "C", "C", "C", "C", "C", "C", "C", "C", "C", "C", "C", "C", "C", "H", "H", "H", "H", "H", "H", "H", "H", "H", "H", "H", "H", "H", "H", "H", "H", "H", "H", "H", "H", "H", "H", "N", "C", "O", "C", "C", "H", "H", "H", "H", "H", "H", "C", "C", "S", "C", "C", "S", "H", "H", "H", "H", "H", "H", "F", "As", "F", "F", "F", "F", "F"],
  "positions_angstrom": [[-0.545, 0.404, 1.867], [0.052, -1.254, 0.680], [0.785, -1.554, -0.617], [-0.430, -1.220, -1.939], [-0.963, 0.513, -1.742], [-0.784, 0.912, -0.301], [-2.649, 0.650, -2.327], [-3.243, -0.304, -3.148], [-4.542, -0.115, -3.600], [-5.244, 1.023, -3.231], [-4.651, 1.980, -2.414], [-3.354, 1.799, -1.967], [0.070, 1.536, -2.776], [0.880, 2.494, -2.173], [1.692, 3.293, -2.966], [1.695, 3.131, -4.343], [0.878, 2.178, -4.944], [0.058, 1.384, -4.163], [2.221, -0.573, -1.030], [2.754, 0.380, -0.171], [3.822, 1.166, -0.583], [4.353, 1.001, -1.852], [3.822, 0.049, -2.718], [2.761, -0.737, -2.311], [1.194, -3.289, -0.700], [2.517, -3.718, -0.782], [2.801, -5.076, -0.786], [1.772, -6.001, -0.703], [0.451, -5.576, -0.607], [0.162, -4.223, -0.602], [-1.274, -1.893, -1.780], [-0.011, -1.400, -2.930], [-2.705, -1.196, -3.446], [-5.003, -0.855, -4.240], [-6.257, 1.169, -3.583], [-5.199, 2.869, -2.132], [-2.889, 2.547, -1.335], [0.866, 2.619, -1.097], [2.317, 4.044, -2.501], [2.330, 3.757, -4.957], [0.873, 2.067, -6.020], [-0.595, 0.659, -4.636], [2.347, 0.537, 0.817], [4.220, 1.911, 0.092], [5.183, 1.616, -2.176], [4.235, -0.076, -3.710], [2.357, -1.476, -2.995], [3.324, -3.000, -0.837], [3.828, -5.408, -0.851], [1.996, -7.059, -0.708], [-0.349, -6.300, -0.533], [-0.868, -3.900, -0.505], [-4.110, -1.789, 2.348], [-3.144, -0.958, 1.974], [-1.959, -1.167, 2.315], [-3.443, 0.293, 1.210], [-2.494, 1.392, 1.733], [-3.889, -2.582, 2.929], [-5.071, -1.584, 2.142], [-4.500, 0.562, 1.265], [-3.235, 0.060, 0.162], [-2.852, 1.770, 2.692], [-2.455, 2.238, 1.049], [2.412, -1.114, 5.438], [1.309, -0.510, 4.622], [1.367, -0.588, 2.936], [0.227, 0.110, 5.185], [0.052, 0.255, 6.666], [-0.950, 0.769, 4.160], [3.214, -1.490, 4.807], [2.031, -1.941, 6.041], [2.831, -0.375, 6.122], [0.028, -0.722, 7.152], [-0.868, 0.784, 6.905], [0.887, 0.815, 7.092], [0.674, 2.055, 1.254], [1.115, 3.559, 2.360], [2.638, 3.555, 1.570], [0.493, 4.556, 1.109], [1.431, 4.845, 3.415], [-0.515, 3.323, 2.890], [1.710, 2.396, 3.472]],
  "forces_ev_per_angstrom": [[-0.0325, -1.1337, -1.2865], [0.6559, -0.1373, -0.0525], [-0.2512, -0.0058, -0.2526], [0.0470, 0.0406, -0.0115], [0.2564, -0.0163, -0.0861], [-0.5847, 0.0663, 0.0778], [0.0348, -0.0284, 0.0303], [-0.0096, -0.0277, -0.0035], [-0.0113, 0.0118, 0.0027], [0.0128, -0.0081, 0.0065], [-0.0011, -0.0004, -0.0011], [0.0043, 0.0426, -0.0143], [0.0007, 0.0111, 0.0508], [-0.0282, 0.0090, 0.0197], [0.0094, 0.0034, -0.0217], [-0.0054, -0.0070, 0.0169], [0.0031, 0.0146, 0.0042], [0.0200, -0.0273, -0.0254], [-0.0551, -0.0210, -0.0222], [0.0211, 0.0048, 0.0957], [0.0170, -0.0081, -0.0294], [-0.0303, -0.0222, 0.0064], [0.0155, 0.0173, 0.0159], [-0.0124, 0.0423, -0.0493], [0.0549, 0.0211, 0.0773], [0.0044, 0.0063, -0.0128], [-0.0088, -0.0120, -0.0003], [-0.0009, 0.0159, -0.0069], [0.0186, 0.0073, -0.0048], [-0.0553, -0.0353, -0.0197], [0.0019, -0.0071, 0.0268], [-0.0201, -0.0074, 0.0024], [0.0029, 0.0059, 0.0083], [-0.0001, 0.0053, 0.0016], [0.0035, -0.0018, -0.0022], [0.0006, -0.0036, -0.0042], [0.0059, -0.0055, -0.0037], [0.0091, -0.0034, -0.0109], [-0.0035, -0.0036, 0.0005], [-0.0045, 0.0001, -0.0016], [0.0011, -0.0017, 0.0024], [-0.0007, -0.0021, 0.0105], [0.0307, -0.0491, -0.0314], [-0.0071, 0.0063, -0.0061], [-0.0039, 0.0032, 0.0047], [0.0015, -0.0012, 0.0043], [0.0048, -0.0048, 0.0219], [-0.0063, 0.0143, -0.0028], [-0.0046, -0.0038, 0.0035], [0.0008, 0.0027, 0.0022], [0.0023, -0.0008, 0.0038], [0.0115, 0.0191, 0.0082], [0.0775, -0.0717, -0.0878], [-0.1178, 0.3977, 0.3711], [-0.0409, -0.2488, -0.5511], [0.0285, 0.0542, 0.0930], [-0.0011, 0.2300, 0.5164], [0.0092, -0.0144, -0.0222], [-0.0014, -0.0107, -0.0060], [-0.0068, -0.0197, 0.0375], [-0.0067, 0.0508, -0.0253], [-0.1456, -0.0015, -0.0573], [0.0274, -0.0080, -0.0297], [0.0345, 0.0135, -0.0054], [0.1984, -0.0720, -0.2410], [0.3168, -0.1833, 0.4609], [-0.2928, 0.2255, -0.0947], [-0.0072, 0.0182, 0.0216], [-0.3226, 0.3892, 0.7200], [-0.0132, -0.0031, -0.0050], [0.0047, 0.0054, 0.0021], [-0.0034, 0.0042, -0.0083], [0.0074, 0.0006, -0.0044], [0.0031, -0.0063, -0.0075], [-0.0044, 0.0000, -0.0004], [0.2029, 0.0674, 0.4135], [-0.3896, 0.1725, -0.2152], [0.0704, -0.0616, -0.0592], [0.0839, -0.0770, -0.1724], [0.0582, 0.1059, -0.0284], [0.1671, 0.2868, 0.2987], [-0.0512, -0.0283, 0.1445]],
  "lowdin_charge": [1.30, -0.53, 0.81, -0.26, 0.80, -0.45, -0.29, -0.08, -0.06, -0.06, -0.05, -0.07, -0.28, -0.05, -0.05, -0.06, -0.07, -0.08, -0.30, -0.07, -0.04, -0.05, -0.06, -0.09, -0.27, -0.06, -0.06, -0.05, -0.06, -0.07, 0.07, 0.08, 0.10, 0.11, 0.11, 0.12, 0.12, 0.10, 0.12, 0.11, 0.11, 0.11, 0.04, 0.11, 0.12, 0.11, 0.11, 0.11, 0.11, 0.11, 0.11, 0.11, 0.23, -0.49, -0.15, -0.16, -0.31, 0.13, 0.13, 0.12, 0.09, 0.04, 0.05, -0.09, -0.72, 0.80, -0.71, -0.09, 0.81, 0.07, 0.09, 0.09, 0.09, 0.07, 0.09, -0.43, 0.77, -0.21, -0.22, -0.19, -0.28, -0.24]
}